Entry A
Here is a single C6H10O molecule from OMol25. Energies are from ωB97M-V/def2-TZVPD.

- LUMO: 1.1 eV
- HOMO: -0.341 Ha
- Total charge: 0
- Gap between HOMO and LUMO: 10.3907 eV
- SMILES: C1=CCOCCC1

Cartesian coordinates (Å):
C: 0.40347 1.67327 -0.16523
C: 1.43316 0.92966 0.23858
C: 1.48375 -0.58285 0.17824
O: 0.60435 -1.19105 -0.74440
C: -0.66392 -1.48508 -0.20305
C: -1.26838 -0.23221 0.36625
C: -0.88841 0.97432 -0.58806
H: 0.52847 2.76377 -0.15263
H: 2.32044 1.39276 0.67271
H: 1.32726 -1.00121 1.18635
H: 2.48324 -0.88255 -0.14815
H: -0.60256 -2.29763 0.53429
H: -1.28455 -1.82146 -1.04292
H: -0.90234 0.02735 1.36962
H: -2.35912 -0.39595 0.51502
H: -0.78957 0.68664 -1.65302
H: -1.82531 1.44220 -0.36360

Entry B
Here is 2 unconnected molecules or ions with the total composition C6H10O from OMol25. Energies are from ωB97M-V/def2-TZVPD.

- LUMO: 1.1 eV
- HOMO: -0.325 Ha
- Total charge: 0
- Gap between HOMO and LUMO: 9.9031 eV
- SMILES: C[C@@H]1OCC2=C[C@H]21.[H][H]

Cartesian coordinates (Å):
C: -1.96082 0.25975 -0.03582
C: -0.75271 0.22640 0.89805
O: 0.01533 1.43056 0.74393
C: 1.03227 1.24424 -0.24232
C: 1.41297 -0.15987 0.01362
C: 1.56730 -1.11293 0.88912
C: 0.17454 -0.92827 0.47464
H: -2.60127 -0.61548 0.11601
H: -1.64418 0.25855 -1.08771
H: -2.55160 1.16316 0.13958
H: -1.07190 0.21547 1.94349
H: 1.82517 1.96910 -0.05088
H: 0.64459 1.38622 -1.26261
H: 2.25683 -1.80643 1.34318
H: -0.30115 -1.68491 -0.16112
H: 0.61352 -0.99623 -1.91322
H: 1.34111 -0.84933 -1.80793

Entry C
Here is a single C6H10O molecule from OMol25. Energies are from ωB97M-V/def2-TZVPD.

- LUMO: 0.9 eV
- HOMO: -0.324 Ha
- Total charge: 0
- Gap between HOMO and LUMO: 9.7546 eV
- SMILES: C=C/C(C)=C(\C)O

Cartesian coordinates (Å):
C: 1.57137 1.51153 0.56161
C: 1.38265 0.23125 0.26962
C: 0.11793 -0.32526 -0.56593
C: 0.32693 -0.96193 -1.88904
C: -0.77178 -0.23139 0.35877
C: -1.16214 0.27394 1.69030
O: -2.05784 -1.07955 -0.26690
H: 2.54874 1.89579 0.81912
H: 0.76819 2.23088 0.50717
H: 2.20771 -0.47210 0.31080
H: -0.18614 -1.92376 -1.91856
H: -0.07710 -0.32508 -2.67875
H: 1.39040 -1.11129 -2.07062
H: -1.97029 -0.36072 2.04902
H: -0.32967 0.22253 2.39000
H: -1.53185 1.29740 1.62703
H: -2.22711 -0.87224 -1.19364

Result of the stability comparison: entry B is the least stable of them.

Entry A
Here is 4 unconnected molecules or ions with the total composition C3H14O4 from OMol25. Energies are from ωB97M-V/def2-TZVPD.

- LUMO: 0.5 eV
- HOMO: -0.366 Ha
- Total charge: 0
- Gap between HOMO and LUMO: 10.4285 eV
- SMILES: CC(C)O.O.O.O

Cartesian coordinates (Å):
C: -0.78304 -0.29525 1.06102
C: 0.14832 -1.49413 1.04663
C: 1.62414 -1.11880 1.15127
O: -0.01749 -2.23353 -0.17413
H: -1.83930 -0.56280 0.98759
H: -0.51445 0.37210 0.24482
H: -0.65073 0.27109 1.98444
H: -0.12027 -2.15846 1.87648
H: 1.94700 -1.06655 2.19362
H: 1.89023 -0.21255 0.61778
H: 2.15979 -1.96469 0.71326
H: -0.87441 -1.96510 -0.52614
O: -0.52197 3.30454 0.43408
H: -1.42384 3.39424 0.11609
H: -0.45282 3.84776 1.22962
O: -1.62323 -1.08786 -2.60595
H: -1.63130 -0.29539 -3.16173
H: -0.70625 -1.38251 -2.56937
O: 0.87341 1.42119 -1.82576
H: 0.79155 2.17767 -1.22966
H: 1.72468 1.04902 -1.56393

Entry B
Here is 4 unconnected molecules or ions with the total composition C3H14O4 from OMol25. Energies are from ωB97M-V/def2-TZVPD.

- LUMO: 0.4 eV
- HOMO: -0.386 Ha
- Total charge: 0
- Gap between HOMO and LUMO: 10.9051 eV
- SMILES: CCCO.O.O.O

Cartesian coordinates (Å):
C: -2.01433 -1.29900 -0.53042
C: -0.52098 -1.38671 -0.70453
C: 0.26376 -0.06326 -0.67956
O: 1.59570 -0.16741 -1.15750
H: -2.39516 -1.30603 0.49139
H: -2.39405 -0.36661 -0.96804
H: -2.49596 -2.11793 -1.06162
H: -0.21928 -1.90737 -1.62505
H: 0.03546 -2.01998 -0.00077
H: 0.23683 0.36178 0.32397
H: -0.30670 0.63577 -1.29754
H: 2.09157 -0.51158 -0.42362
O: 0.88095 2.69618 0.11440
H: 1.12121 3.46873 0.64812
H: 0.73004 2.87746 -0.83052
O: 1.53795 2.24526 -2.59216
H: 1.95445 1.54623 -2.06241
H: 1.41137 1.83781 -3.45949
O: -0.48003 -1.67581 5.64308
H: -1.24899 -1.43554 5.14094
H: 0.21619 -1.41198 5.03135

Result of the stability comparison: entry B is the least stable of them.

Entry A
Here is 2 unconnected molecules or ions with the total composition C3H8O3S from OMol25. Energies are from ωB97M-V/def2-TZVPD.

- LUMO: 0.6 eV
- HOMO: -0.343 Ha
- Total charge: 0
- Gap between HOMO and LUMO: 9.9196 eV
- SMILES: O=C(O)CCS.O

Cartesian coordinates (Å):
O: 2.78618 0.40373 -0.98923
C: 1.84552 -0.11845 -0.48139
O: 1.84974 -0.59863 0.77773
C: 0.48744 -0.33173 -1.09708
C: -0.49287 0.75377 -0.66458
S: -2.22345 0.41276 -1.15403
H: 2.69549 -0.39175 1.20280
H: 0.06832 -1.27178 -0.74322
H: 0.53228 -0.39196 -2.17873
H: -0.46740 0.82921 0.42572
H: -0.28510 1.77169 -0.97970
H: -1.98758 0.17389 -2.46186
O: -1.50998 -0.05896 2.71481
H: -1.92781 -0.64948 2.11447
H: -1.37078 -0.53229 3.51430

Entry B
Here is 2 unconnected molecules or ions with the total composition C3H8O3S from OMol25. Energies are from ωB97M-V/def2-TZVPD.

- LUMO: 0.7 eV
- HOMO: -0.340 Ha
- Total charge: 0
- Gap between HOMO and LUMO: 9.9077 eV
- SMILES: O=C(O)CCS.O

Cartesian coordinates (Å):
O: -1.25647 3.09859 0.96877
C: -1.03379 2.00576 0.54259
O: -1.14739 0.91688 1.36357
C: -0.33736 1.69352 -0.76200
C: -0.96630 0.51106 -1.49675
S: 0.38762 -0.19273 -2.58356
H: -1.61065 1.28653 2.13933
H: 0.68767 1.47628 -0.45415
H: -0.42376 2.62710 -1.33396
H: -1.02926 -0.24268 -0.70713
H: -1.90433 0.53539 -2.03276
H: -0.32534 -1.34049 -2.67170
O: 2.65446 -3.94519 2.41307
H: 3.41220 -3.61321 1.93305
H: 2.89272 -4.81681 2.68162

Result of the stability comparison: entry B is the least stable of them.